Entry from the Open Molecules 2025 dataset: a 14-piece molecular cluster, C64H158Cl6F12N21O15P7 overall (wB97M-V/def2-TZVPD).

- Orbital gap: 8.17 eV
- Highest occupied orbital energy: -8.11 eV
- LUMO: 0.06 eV

Geometry as ORCA input:
```
! RIJCOSX wB97M-V def2-TZVPD def2/J DEFGRID3
* xyz 0 1
Cl -16.81549 -21.86437 -4.38541
C -15.41112 -20.88925 -3.97956
C -14.74490 -21.29216 -2.68950
Cl -15.79968 -20.87393 -1.29578
H -15.74915 -19.84207 -3.98604
H -14.75073 -21.08363 -4.82859
H -13.85094 -20.66068 -2.62243
H -14.43414 -22.28104 -2.62493
Cl -22.69884 -22.91369 -8.38053
C -21.24199 -23.97342 -8.11363
C -21.25765 -25.18281 -9.01572
Cl -22.66192 -26.31567 -8.63468
H -21.18050 -24.20967 -7.01934
H -20.42118 -23.39960 -8.47522
H -20.34435 -25.74322 -8.93654
H -21.47348 -24.87124 -10.03054
Cl -18.30984 -18.65006 -2.62353
C -19.54849 -17.28650 -2.68752
C -20.18960 -17.22221 -4.08489
Cl -21.11854 -18.76157 -4.52118
H -19.09544 -16.29353 -2.55312
H -20.26014 -17.49556 -1.90161
H -19.40423 -17.26264 -4.80458
H -20.88872 -16.37193 -4.13898
O -26.38051 -30.96163 -6.32011
P -27.18755 -29.98909 -7.06236
N -28.81639 -30.46534 -7.07379
C -29.17591 -31.05001 -5.84099
C -29.85637 -29.69684 -7.67820
N -26.85749 -29.77611 -8.66974
C -27.44826 -30.62295 -9.70954
C -25.59722 -29.10576 -9.15033
N -26.89029 -28.50711 -6.38194
C -26.38574 -28.39180 -5.06898
C -27.19464 -27.24908 -7.10620
H -28.97165 -30.51446 -4.90354
H -28.59576 -31.99227 -5.81502
H -30.25697 -31.25772 -5.81849
H -30.78033 -30.27542 -7.71170
H -29.67870 -29.36334 -8.71820
H -30.10347 -28.83225 -7.06004
H -27.91564 -29.97700 -10.44638
H -26.67796 -31.19690 -10.19695
H -28.19235 -31.27776 -9.29734
H -25.09071 -28.58848 -8.34012
H -25.00780 -29.96641 -9.49116
H -25.87452 -28.50486 -9.99251
H -25.29084 -28.26351 -5.08410
H -26.87326 -27.55813 -4.59950
H -26.51363 -29.28109 -4.41803
H -26.89416 -27.31208 -8.13850
H -26.64100 -26.44987 -6.63843
H -28.29166 -27.00667 -7.05984
O -24.48983 -19.44394 1.30475
P -24.44050 -20.79443 0.74492
N -25.88757 -21.57495 0.31634
C -26.59356 -22.12296 1.46706
C -26.74007 -20.80153 -0.53981
N -23.75035 -21.84880 1.81297
C -23.49504 -21.43033 3.18343
C -23.54201 -23.26808 1.54766
N -23.65597 -20.78369 -0.69670
C -22.51452 -19.90755 -0.79640
C -23.74935 -21.75015 -1.75204
H -27.35602 -22.82738 1.04825
H -27.13351 -21.38220 2.01940
H -26.00681 -22.73726 2.15825
H -27.10092 -21.46514 -1.35673
H -26.22073 -19.97881 -1.10478
H -27.54582 -20.35990 0.02794
H -23.73704 -20.37730 3.29685
H -24.13711 -21.94539 3.88881
H -22.44259 -21.60586 3.47583
H -24.04428 -23.58627 0.58868
H -22.43896 -23.49032 1.52086
H -24.00207 -23.80576 2.41020
H -22.36595 -19.54975 -1.88402
H -22.59911 -19.08560 -0.06495
H -21.59581 -20.43421 -0.55568
H -22.91328 -22.49160 -1.69185
H -23.79701 -21.24566 -2.75313
H -24.69900 -22.25591 -1.66750
O -22.06362 -24.64513 -2.73311
P -20.66966 -24.49018 -3.17118
N -19.73360 -25.15159 -1.98714
C -18.26565 -25.13195 -2.17751
C -20.16913 -25.39497 -0.62258
N -19.98549 -22.96475 -3.50100
C -20.73062 -22.21788 -4.51801
C -19.60795 -22.15043 -2.35949
N -20.41342 -25.23974 -4.63472
C -19.20552 -25.14845 -5.33866
C -21.30136 -26.39810 -4.95345
H -17.79950 -26.12094 -1.98485
H -17.75670 -24.40881 -1.53701
H -18.02608 -24.82338 -3.18809
H -21.19594 -25.71262 -0.53326
H -20.06187 -24.51226 0.03123
H -19.50506 -26.15294 -0.15793
H -21.72857 -21.85279 -4.24176
H -20.09872 -21.36966 -4.77392
H -20.84057 -22.95698 -5.29433
H -20.43343 -22.17382 -1.65298
H -18.71490 -22.56582 -1.92602
H -19.43346 -21.11570 -2.69469
H -18.85008 -24.14261 -5.28438
H -18.49440 -25.90408 -4.99087
H -19.41065 -25.44788 -6.37098
H -21.97345 -26.48197 -4.08483
H -20.68636 -27.32881 -4.95597
H -21.92900 -26.25395 -5.86779
O -22.53352 -29.69346 1.23122
P -23.40755 -29.51125 0.02023
N -22.64530 -29.72686 -1.41015
C -21.33700 -29.22359 -1.55381
C -23.30145 -30.12401 -2.65987
N -24.05613 -28.00286 -0.01984
C -24.32202 -27.13856 1.11069
C -24.57097 -27.50363 -1.24136
N -24.70430 -30.58403 -0.04672
C -24.39317 -31.99607 0.01752
C -25.84822 -30.23547 0.79751
H -20.84184 -29.58524 -2.48517
H -20.68410 -29.52446 -0.73544
H -21.31106 -28.13335 -1.65679
H -23.31890 -29.25594 -3.34236
H -24.34535 -30.52988 -2.51489
H -22.77354 -30.96877 -3.17146
H -23.67737 -26.30304 1.04372
H -25.37327 -26.92591 1.14433
H -24.02680 -27.58906 2.07350
H -23.81112 -26.89060 -1.77075
H -24.86116 -28.22757 -2.01114
H -25.45287 -26.85593 -0.97816
H -24.63194 -32.38909 1.05822
H -25.05431 -32.62504 -0.61990
H -23.37135 -32.24776 -0.14919
H -25.56539 -30.25932 1.86497
H -26.61652 -30.99990 0.67671
H -26.27297 -29.26288 0.50614
O -19.16395 -21.08642 4.34464
P -17.94638 -21.16020 3.52792
N -17.12244 -22.58657 3.70001
C -17.21722 -23.33093 4.94940
C -16.34536 -23.23905 2.68786
N -16.85042 -19.96231 3.84002
C -17.18361 -18.65104 4.18467
C -15.42769 -20.25757 3.75885
N -18.20623 -21.10779 1.88513
C -18.90677 -22.20962 1.23214
C -18.45571 -19.89107 1.18052
H -16.22510 -23.67062 5.22986
H -17.85115 -24.21280 4.85398
H -17.73801 -22.73744 5.71158
H -16.60141 -24.27907 2.42995
H -15.29046 -23.33699 3.04102
H -16.36853 -22.71633 1.75972
H -16.65813 -18.25781 5.05994
H -16.82245 -17.99315 3.36495
H -18.24332 -18.41726 4.37556
H -15.16001 -21.07317 3.13796
H -14.85534 -19.45402 3.34603
H -15.10346 -20.47806 4.76467
H -18.51412 -22.35477 0.22876
H -18.77802 -23.09846 1.79997
H -19.95112 -21.94375 1.21705
H -19.42113 -19.44543 1.48403
H -18.55104 -20.22135 0.15912
H -17.58690 -19.19160 1.28827
O -18.35408 -26.51396 -8.74687
P -16.89256 -26.66330 -8.63536
N -16.35717 -28.06117 -8.05479
C -15.69147 -29.04435 -8.78630
C -16.78042 -28.54883 -6.68850
N -16.24807 -25.64195 -7.42882
C -16.76630 -24.27216 -7.45925
C -14.88683 -25.69412 -6.96578
N -16.23414 -26.28690 -10.10120
C -14.78789 -26.37123 -10.25274
C -16.86149 -25.94772 -11.36235
H -16.23303 -30.00754 -8.62126
H -14.69476 -29.24195 -8.41740
H -15.65899 -28.72788 -9.81411
H -17.07257 -27.69914 -6.09792
H -15.97334 -29.11963 -6.22735
H -17.58578 -29.25372 -6.83538
H -17.78372 -24.17384 -7.87350
H -16.86997 -23.94274 -6.45276
H -15.97161 -23.67813 -7.96831
H -14.14083 -25.32424 -7.67938
H -14.77028 -25.13962 -6.02394
H -14.58554 -26.74808 -6.75819
H -14.62829 -27.03961 -11.14607
H -14.43055 -25.38384 -10.33571
H -14.29478 -26.78729 -9.36260
H -16.50197 -26.67169 -12.10089
H -16.46132 -24.99680 -11.71450
H -17.93205 -25.89968 -11.27013
O -19.48564 -25.69270 6.34715
P -19.85881 -26.87718 5.54357
N -21.32953 -27.45485 6.09539
C -21.89388 -28.67260 5.52519
C -22.32625 -26.50692 6.47468
N -18.91100 -28.29077 5.61826
C -17.61141 -28.12234 4.99102
C -18.72417 -28.75555 6.97187
N -19.90978 -26.63574 3.91705
C -19.91290 -27.60953 2.85512
C -20.04590 -25.28718 3.34656
H -22.24415 -28.48565 4.49456
H -22.67802 -29.01056 6.20631
H -21.17709 -29.51732 5.42023
H -21.86332 -25.78155 7.18161
H -23.19387 -27.01405 7.00711
H -22.80383 -25.98759 5.66653
H -17.15358 -27.16784 5.17156
H -16.87044 -28.84848 5.36795
H -17.66462 -28.26911 3.93347
H -18.16534 -28.10958 7.62682
H -19.71981 -29.05631 7.35683
H -18.09705 -29.66498 6.93090
H -19.07725 -27.34940 2.19145
H -19.84014 -28.67304 3.15175
H -20.83338 -27.51294 2.30492
H -19.29010 -25.10349 2.57691
H -20.01998 -24.58072 4.18795
H -21.08497 -25.24908 2.91637
C -24.46897 -24.72456 -5.79972
C -24.38811 -23.70848 -4.67037
O -24.01282 -22.34774 -5.12129
C -24.92782 -21.50469 -5.49790
O -26.12341 -21.67636 -5.61006
C -24.26808 -20.06255 -5.84307
F -24.72266 -19.61752 -7.00663
F -24.57652 -19.16715 -4.89994
F -23.00805 -20.24220 -5.97819
H -24.65868 -25.62975 -5.20643
H -23.45740 -24.88665 -6.19149
H -25.21581 -24.59966 -6.55622
H -23.58150 -23.92491 -3.96748
H -25.28113 -23.52805 -4.06402
C -14.73750 -29.18356 -0.33800
C -15.18982 -27.87602 0.21671
O -14.45959 -26.83475 -0.55447
C -14.85449 -25.59256 -0.35671
O -15.83376 -25.20647 0.27457
C -14.16861 -24.52999 -1.29418
F -12.99545 -24.89550 -1.80223
F -15.04978 -24.20339 -2.26985
F -13.95121 -23.41186 -0.60990
H -13.63727 -29.21139 -0.18797
H -15.01377 -29.28648 -1.37320
H -15.20065 -30.00192 0.21768
H -14.98172 -27.71319 1.30292
H -16.26320 -27.73586 0.04469
C -19.84458 -29.47863 -10.10557
C -19.78761 -29.35912 -8.58279
O -21.10353 -29.75381 -8.00778
C -21.14998 -30.06306 -6.71157
O -20.27995 -29.97086 -5.86506
C -22.56351 -30.58459 -6.26663
F -22.42309 -31.54483 -5.36090
F -23.33080 -29.58721 -5.80717
F -23.18343 -31.11632 -7.32092
H -19.81197 -30.53392 -10.44583
H -18.98821 -29.07099 -10.63079
H -20.76835 -28.96361 -10.39116
H -19.67624 -28.29686 -8.33954
H -18.97954 -29.87687 -8.06558
C -20.86684 -19.76259 -9.27534
C -20.29714 -20.22143 -7.94637
O -18.97460 -19.70264 -7.72131
C -17.91392 -20.47376 -8.01313
O -17.86038 -21.59919 -8.46329
C -16.64242 -19.73589 -7.42069
F -16.27323 -18.70309 -8.14570
F -17.00658 -19.27584 -6.22453
F -15.62701 -20.59254 -7.25201
H -20.80537 -18.69050 -9.38333
H -21.94173 -20.00366 -9.35033
H -20.33889 -20.30589 -10.05266
H -20.23375 -21.30994 -7.91171
H -20.91840 -19.89298 -7.11602
*
```